The following is a quantum chemistry calculation of 11 unconnected molecules or ions with the total composition C46H55Cl4F5O5 at a distorted geometry, from the OMol25 dataset.

Properties
Kohn-Sham gap: 0.35137 Eh
Calculated total energy: -4502.0983 a.u.
HOMO: -0.3429 Ha
Structure (SMILES): ClC(Cl)(Cl)Cl.Fc1ccccc1.Fc1ccccc1.Fc1ccccc1.Fc1ccccc1.Fc1ccccc1.CC(C)=O.CC(C)=O.CC(C)=O.CC(C)=O.CC(C)=O
LUMO: 0.0085 Eh

Each line ends with the Löwdin charge.
Element x y z (Å)
Cl1 -27.94881 -5.54790 5.07229  0.577
Cl2 -28.42504 -4.44139 2.47435  0.529
Cl3 -27.05591 -6.96795 2.74035  0.545
Cl4 -29.86538 -6.81062 3.31864  0.555
F1 -20.09269 -5.06379 -3.82292  0.056
F2 -17.14862 -4.30280 4.14771  0.060
F3 -26.37167 -5.90296 8.27494  0.026
F4 -20.77579 -6.92198 6.80526  0.056
F5 -24.47257 -9.68225 5.68445  0.037
O1 -25.44797 -10.26363 -0.64827  0.076
O2 -25.58738 -11.50829 9.21811  0.068
O3 -27.97017 -1.60758 8.49884  0.067
O4 -20.61488 -11.19173 1.20251  0.063
O5 -22.81025 -4.37452 1.19914  0.051
C1 -27.59450 -6.41446 8.56984  -0.289
C2 -30.06024 -7.49391 9.06938  -0.087
C3 -19.92861 -10.74874 5.61042  -0.088
C4 -24.22392 -8.22494 -0.63731  -0.017
C5 -20.40687 -5.54737 -0.26297  -0.097
C6 -24.27342 -8.45884 5.12992  -0.288
C7 -23.46854 -7.14563 3.32645  -0.087
C8 -18.72437 -10.08319 0.28969  -0.017
C9 -20.31006 -8.95025 1.95649  -0.008
C10 -26.10805 -2.61207 9.57059  -0.015
C11 -27.05028 -11.35739 7.33796  -0.014
C12 -24.38589 -9.71849 -0.81934  -0.499
C13 -19.47100 -4.26459 4.50891  -0.004
C14 -24.74083 -12.48382 7.22049  -0.022
C15 -21.10148 -10.47909 6.28243  -0.079
C16 -28.65801 -5.56183 8.75461  -0.019
C17 -23.94495 -6.00831 3.96666  -0.114
C18 -19.08607 -3.89374 -2.05747  -0.019
C19 -20.58417 -5.72968 -1.61960  -0.016
C20 -19.96006 -10.18046 1.15023  -0.507
C21 -23.65352 -8.39097 3.90333  -0.018
C22 -24.71440 -7.35008 5.80563  -0.017
C23 -19.29611 -8.43549 5.79155  -0.025
C24 -24.83873 -4.41885 -0.00579  -0.016
C25 -20.70940 -3.67803 4.29100  -0.066
C26 -20.78760 -2.58385 3.44944  -0.097
C27 -23.14119 -10.48962 -1.19298  -0.010
C28 -29.90108 -6.12294 9.00163  -0.073
C29 -26.95408 -2.24091 8.35539  -0.516
C30 -23.40308 -4.01428 0.20577  -0.482
C31 -28.35228 -5.93714 3.40275  -2.044
C32 -18.43779 -2.73396 2.97178  -0.045
C33 -25.77132 -11.76694 8.05270  -0.496
C34 -18.95815 -3.68294 -0.69121  -0.074
C35 -22.78902 -3.08934 -0.80810  -0.007
C36 -18.99246 -9.72960 5.40589  -0.086
C37 -20.48495 -8.18852 6.44721  -0.279
C38 -28.97242 -8.33468 8.88976  -0.071
C39 -26.52614 -2.77254 7.02300  -0.039
C40 -27.73698 -7.78804 8.59192  -0.013
C41 -24.52945 -6.11225 5.21184  -0.107
C42 -21.37625 -9.20149 6.73637  -0.017
C43 -19.60428 -4.52133 0.20304  -0.085
C44 -19.91436 -4.89464 -2.49541  -0.290
C45 -19.66946 -2.12482 2.76762  -0.092
C46 -18.34888 -3.75745 3.87101  -0.296
H1 -23.30950 -9.29992 3.42386  0.117
H2 -21.03329 -9.19978 2.72952  0.065
H3 -27.73432 -10.96478 8.08998  0.058
H4 -22.75981 -10.11862 -2.14758  0.087
H5 -23.63901 -8.09896 0.28678  0.072
H6 -21.74139 -2.09647 3.28297  0.104
H7 -26.36333 -3.84778 7.09852  0.036
H8 -18.44050 -2.79637 -0.34618  0.105
H9 -26.80449 -3.01118 10.30716  0.084
H10 -26.87314 -8.43242 8.46598  0.111
H11 -18.59582 -7.61881 5.65919  0.113
H12 -21.71434 -2.99464 -0.67619  0.067
H13 -22.94869 -7.02820 2.38379  0.085
H14 -20.92595 -6.14906 0.46645  0.084
H15 -23.80485 -5.05794 3.46563  0.092
H16 -19.40087 -8.62323 2.47011  0.086
H17 -23.00698 -3.44958 -1.81600  0.089
H18 -25.50992 -3.62317 0.33576  0.089
H19 -19.57033 -4.34282 1.26806  0.086
H20 -24.93239 -5.22610 5.68599  0.085
H21 -19.73107 -11.75512 5.26455  0.105
H22 -28.51438 -4.49131 8.68708  0.107
H23 -23.68586 -7.76100 -1.46130  0.075
H24 -18.70284 -9.13472 -0.25289  0.081
H25 -29.09125 -9.40606 8.95705  0.095
H26 -18.63818 -3.22069 -2.77751  0.120
H27 -19.77530 -1.33275 2.03958  0.107
H28 -25.12980 -4.60449 -1.04069  0.085
H29 -25.36218 -3.37359 9.35287  0.072
H30 -20.66146 -8.16513 1.29289  0.059
H31 -25.20029 -13.17878 6.51584  0.084
H32 -25.64227 -1.70367 9.94710  0.085
H33 -25.06926 -5.29968 0.59306  0.059
H34 -21.85078 -11.24091 6.45178  0.095
H35 -22.28472 -9.00074 7.28930  0.119
H36 -27.24484 -2.55784 6.23159  0.079
H37 -23.25683 -2.10507 -0.71492  0.095
H38 -18.68754 -10.91059 -0.41273  0.083
H39 -17.84579 -10.10916 0.93874  0.089
H40 -25.59632 -2.30848 6.67523  0.095
H41 -30.73328 -5.45006 9.16474  0.111
H42 -26.80902 -10.55297 6.64077  0.078
H43 -24.17709 -11.76440 6.62549  0.053
H44 -17.54475 -2.37107 2.47475  0.122
H45 -22.37790 -10.34136 -0.42771  0.061
H46 -18.06337 -10.00867 4.92629  0.105
H47 -25.17268 -7.41490 6.78318  0.101
H48 -21.55915 -4.09388 4.81507  0.101
H49 -24.03591 -13.03121 7.84471  0.086
H50 -19.29619 -5.16218 5.08927  0.102
H51 -21.26028 -6.49385 -1.98561  0.113
H52 -23.37812 -11.54442 -1.28713  0.087
H53 -27.50196 -12.20975 6.83718  0.083
H54 -31.03418 -7.92389 9.26764  0.105
H55 -25.17438 -7.74391 -0.41935  0.074

Atoms 1-3, force components in eV/Å:
Cl -0.2 0.0 0.2
Cl -0.1 0.1 -0.1
Cl -0.1 0.1 0.0